Record 1
Density functional theory data (the ωB97M-V functional and the def2-TZVPD basis) for the ion C2H3INO2 with charge +1 at a distorted geometry.

The multiplicity is 3. Its energy above the lowest of the compared OMol25 structures with the same formula, charge and spin is 1.294 eV. The charge is +1.

Structure (XYZ):
```
9
Properties=species:S:1:pos:R:3:forces:R:3
C -1.20422 -0.83603 2.10155 -0.88 -1.19 0.39
C -0.17442 0.02366 0.10395 1.63 1.24 1.53
N -1.27259 -0.11127 1.07436 0.83 0.18 0.59
O -1.24158 -1.63965 2.91427 0.33 0.83 -0.20
O -2.40399 0.57120 0.75259 -0.38 -2.25 -0.72
I -2.52814 2.45937 1.64008 -0.42 2.73 1.16
H -0.05413 1.20310 -0.03247 0.04 -2.85 -0.05
H -0.67887 -0.51698 -0.67437 0.92 0.11 -1.36
H 0.79282 -0.49997 0.56343 -2.07 1.20 -1.35
```
Forces are in eV/Å.

Atom charges from the Mulliken analysis, given in e for atoms 1 to 6: 0.638 -0.705 0.240 -0.165 -0.439 0.501


Record 2
Density functional theory data (the ωB97M-V functional and the def2-TZVPD basis) for the molecule C19H22N6O2 at a distorted geometry.

The SMILES is N#CCc1cccc(Nc2nc(N)c(N=O)c(OCC3CCCCC3)n2)c1. Its energy above the lowest of the compared OMol25 structures with the same formula, charge and spin is 4.212 eV.

Structure (XYZ):
```
49
Properties=species:S:1:pos:R:3:forces:R:3
N 1.89052 0.20294 -2.54673 1.81 0.61 0.10
C 2.92954 0.63048 -2.24446 -2.26 -1.03 0.14
C 4.08327 1.23967 -1.58484 -0.73 -1.01 0.39
C 4.18458 0.84594 -0.12839 0.76 -1.09 1.57
C 5.38168 0.37961 0.43382 -0.53 0.58 1.33
C 5.56181 0.26168 1.85073 -1.94 0.79 -2.81
C 4.47703 0.49290 2.67687 0.08 -0.79 -1.40
C 3.17761 0.63603 2.12972 2.39 1.15 -1.13
N 2.16275 0.81150 3.04956 0.16 -0.21 -0.60
C 0.84509 0.53491 2.95463 -0.90 0.68 -0.26
N 0.17773 0.92369 4.01482 0.30 0.08 0.87
C -1.10221 0.70801 3.96013 -4.38 -0.03 2.24
N -1.79085 0.93203 5.15146 -2.91 -0.85 -3.03
C -1.87659 0.13178 2.88572 1.80 0.59 1.25
N -3.23452 -0.20836 2.82613 -0.29 -0.21 -0.80
O -4.04729 0.61131 3.19744 0.38 0.06 0.76
C -1.00207 -0.25329 1.88598 -3.68 -1.34 -2.73
O -1.64204 -0.82415 0.75706 2.77 0.86 1.44
C -0.82852 -0.94166 -0.49099 -1.31 -1.20 0.34
C -1.90349 -0.63249 -1.51422 -0.06 -2.78 -2.99
C -1.45076 -0.23481 -2.97572 0.22 -0.79 0.36
C -2.65248 0.11173 -3.85976 0.49 1.14 1.07
C -3.65071 -0.94181 -3.93478 -1.48 -2.93 0.71
C -4.15979 -1.41245 -2.52172 1.21 -1.76 -1.17
C -2.85541 -1.91656 -1.78249 -0.73 0.99 3.15
N 0.23708 0.02440 1.89314 3.80 -0.47 -1.35
C 3.11086 0.94712 0.75290 -2.23 -0.11 -0.07
H 3.81623 2.27606 -1.59249 0.69 0.98 -0.42
H 4.96561 0.92149 -2.11731 0.46 0.60 -0.17
H 6.25411 0.22817 -0.14545 0.64 -0.12 -0.80
H 6.55819 0.07330 2.12255 0.92 -0.25 1.00
H 4.66479 0.51464 3.71107 -0.20 -0.16 1.35
H 2.48314 1.22115 3.91227 -0.55 -0.17 0.20
H -2.86228 1.01695 5.13335 2.71 -0.07 0.07
H -1.26202 1.32579 5.84872 1.04 1.11 1.93
H -0.46618 -2.03276 -0.57651 -0.25 1.81 0.17
H -0.03330 -0.20868 -0.51431 0.29 -0.12 0.21
H -2.49696 0.16802 -1.17615 -0.77 0.99 0.75
H -0.73184 0.60201 -2.92432 -0.13 -0.55 -0.29
H -1.02107 -1.15210 -3.51896 0.08 1.34 1.05
H -2.32653 0.22259 -4.83779 1.14 0.40 -2.02
H -3.13804 1.05842 -3.68240 -0.04 0.59 0.81
H -4.49612 -0.68408 -4.59941 0.39 -0.13 0.23
H -3.11723 -1.84672 -4.34054 -0.74 0.60 -0.07
H -4.87205 -2.26093 -2.64042 0.45 0.49 -0.01
H -4.71760 -0.62134 -2.06906 -0.01 0.59 0.82
H -2.31961 -2.59397 -2.43525 0.10 -0.18 -0.19
H -3.00984 -2.53374 -0.74118 -0.03 1.67 -2.47
H 2.10581 1.24555 0.34758 1.05 -0.35 0.44
```
Forces are in eV/Å.

Atom charges from the Mulliken analysis, given in e for atoms 1 to 6: -0.459 0.338 -0.659 0.429 -0.635 -0.779


Record 3
Density functional theory data (the ωB97M-V functional and the def2-TZVPD basis) for the molecule C15H22N4OS at a distorted geometry.

The SMILES is COc1c(NC2CC2)nc(C2CC2)nc1N1CCSCC1. Its energy above the lowest of the compared OMol25 structures with the same formula, charge and spin is 1.730 eV.

Structure (XYZ):
```
43
Properties=species:S:1:pos:R:3:forces:R:3
C -1.65228 0.42931 -2.38245 0.36 0.59 -0.51
O -1.80329 0.26101 -0.97575 1.04 0.02 0.90
C -0.62921 0.28849 -0.19994 -0.36 -0.68 -1.49
C -0.50972 1.09869 0.91459 -0.98 1.13 1.00
N -1.45326 1.92671 1.44376 -1.70 0.25 0.02
C -2.89127 1.76793 1.30954 0.35 1.38 -0.60
C -3.77148 2.92541 1.75435 -0.35 -0.68 -0.81
C -3.56899 2.65367 0.26143 -0.27 -1.04 0.67
N 0.58953 1.20399 1.62985 1.75 -0.45 0.42
C 1.66918 0.53584 1.23339 -0.36 0.80 0.78
C 2.90894 0.69035 2.10053 -0.14 0.31 0.00
C 2.78231 0.40661 3.60302 -0.02 0.43 -0.31
C 3.01579 1.82229 3.12105 -0.52 0.20 0.23
N 1.65247 -0.26510 0.19311 1.05 -0.84 -0.32
C 0.51672 -0.45753 -0.48959 -0.14 0.30 0.52
N 0.50991 -1.43464 -1.46799 -0.69 -0.69 -1.80
C 1.53873 -1.43614 -2.52997 -0.58 -1.06 0.13
C 2.46041 -2.64923 -2.30612 -1.00 0.11 0.80
S 1.53174 -4.23400 -2.62984 0.29 0.14 -0.35
C -0.19385 -3.75135 -2.27366 0.18 0.87 -0.14
C -0.21199 -2.71002 -1.17041 0.57 0.58 0.54
H -1.93917 -0.48565 -2.88911 -0.07 -0.21 -0.07
H -2.32242 1.24664 -2.72969 0.36 -0.44 0.39
H -0.61228 0.66571 -2.70151 -0.63 -0.06 0.45
H -1.10016 2.37427 2.28188 -0.21 -0.22 -0.14
H -3.27342 0.76637 1.46616 -0.02 0.02 -0.10
H -3.30562 3.82518 2.11486 0.18 0.07 0.24
H -4.75223 2.68500 2.20872 0.81 0.16 -0.36
H -2.94707 3.30879 -0.33666 0.12 0.00 0.34
H -4.34732 2.16743 -0.31827 -0.13 0.19 0.22
H 3.81338 0.41991 1.57642 0.09 -0.21 0.14
H 3.58297 -0.08055 4.17007 -0.28 0.08 -0.52
H 1.77335 0.15282 3.92265 0.21 0.10 -0.02
H 3.96922 2.30344 3.36222 -0.07 -0.58 -0.44
H 2.21224 2.56979 3.20129 0.13 -0.75 -0.21
H 2.06591 -0.47926 -2.50490 0.06 -0.22 0.14
H 1.07259 -1.55146 -3.55146 0.23 0.29 0.92
H 3.35505 -2.59970 -2.90515 0.18 -0.31 -0.38
H 2.72643 -2.67171 -1.24226 0.18 0.14 -0.33
H -0.76160 -4.62197 -1.94182 0.37 -0.09 0.12
H -0.72619 -3.39171 -3.15446 0.25 0.10 -0.20
H 0.25496 -3.17929 -0.30243 0.15 -0.04 0.22
H -1.22899 -2.49633 -0.86547 -0.39 0.29 -0.12
```
Forces are in eV/Å.

Atom charges from the Mulliken analysis, given in e for atoms 1 to 6: -0.789 -0.523 0.899 0.118 -0.213 0.055


Record 4
Density functional theory data (the ωB97M-V functional and the def2-TZVPD basis) for the molecule C2H4N2O2.

The SMILES is NC(=O)/N=C/O. Its energy above the lowest of the compared OMol25 structures with the same formula, charge and spin is 0.611 eV.

Structure (XYZ):
```
10
Properties=species:S:1:pos:R:3:forces:R:3
N 1.94886 -0.09601 0.16752 0.05 0.01 0.07
C 0.67785 -0.35604 0.56839 0.06 -0.12 0.20
O 0.38484 -0.98153 1.57148 0.07 0.22 -0.36
N -0.23209 0.20049 -0.36871 -0.33 -0.07 0.11
C -1.47050 0.05478 -0.12693 0.22 -0.02 0.03
O -2.36809 0.54633 -0.97449 0.11 0.06 -0.10
H 2.72213 -0.36705 0.75076 -0.13 0.01 -0.03
H 2.09755 0.49329 -0.63490 -0.01 -0.13 0.14
H -1.92191 -0.44790 0.73037 0.22 0.04 -0.07
H -1.83864 0.95365 -1.68348 -0.25 0.00 0.01
```
Forces are in eV/Å.

Atom charges from the Mulliken analysis, given in e for atoms 1 to 6: -0.336 0.501 -0.603 -0.469 0.184 -0.475


Record 5
Density functional theory data (the ωB97M-V functional and the def2-TZVPD basis) for a structure of composition C8H18Cl3FeN2S4Si at a distorted geometry.

For the electronic energy, the calculation gives -134719.5300 eV. The charge is +1.

Structure (XYZ):
```
37
Properties=species:S:1:pos:R:3:forces:R:3
Fe 0.47499 -0.06437 1.03068 -0.65 0.21 0.30
C 2.91716 -1.83910 1.71637 0.00 0.15 0.04
C 3.62008 -0.71025 0.95134 -0.05 -0.02 -0.05
S 2.51927 0.59495 0.30550 -0.08 0.17 -0.01
C 2.83348 1.99877 1.40280 0.06 -0.05 0.07
C 2.46019 1.71585 2.84375 -0.06 0.17 0.03
S 0.72046 1.17702 2.92012 0.06 -0.48 -0.06
C 0.72304 -0.00938 4.30263 0.00 0.09 0.01
C 1.13637 -1.42341 3.92681 0.00 0.06 -0.06
S 2.89226 -1.64118 3.52341 -0.01 -0.15 0.02
H 3.44663 -2.77195 1.52442 -0.01 0.00 -0.03
H 1.89227 -1.99471 1.35364 0.01 -0.05 -0.01
H 4.11391 -1.11426 0.06804 0.01 -0.02 0.01
H 4.38565 -0.23905 1.56748 0.03 0.00 -0.03
H 2.22483 2.79737 0.97505 0.01 0.03 0.03
H 3.87993 2.29445 1.32523 0.01 -0.03 -0.03
H 2.56931 2.62268 3.43874 -0.04 -0.02 0.03
H 3.07485 0.92838 3.27264 0.04 0.02 -0.02
H -0.31040 -0.01576 4.65291 0.00 0.01 0.01
H 1.33928 0.40367 5.10154 0.00 -0.02 0.01
H 0.54390 -1.77318 3.07876 -0.03 -0.06 0.04
H 0.91966 -2.09423 4.75896 0.03 0.03 0.03
C -4.69858 0.70408 -1.10329 -0.23 -3.13 3.04
N -2.94146 2.79739 -1.11265 -3.09 1.84 -1.91
C -2.01320 3.49553 -1.61551 2.49 -3.65 2.37
N -1.65562 3.58505 -2.88587 0.01 1.00 -0.05
S -0.64434 3.13150 -0.20771 -0.39 0.46 -0.85
H -4.04806 0.01848 -0.16450 -2.38 -0.40 -0.82
H -2.75585 0.80269 -1.85724 0.36 0.48 -0.29
H -5.57430 0.11474 -1.29608 -0.14 0.45 -0.90
H -3.87371 1.81700 0.48245 0.06 0.28 0.10
H -1.94803 2.87252 -3.53852 -0.45 0.25 -0.08
H -0.88534 4.17696 -3.14972 0.04 -0.05 0.00
Cl -3.36188 1.34085 -0.70166 2.86 1.88 -0.96
Si -1.19742 1.00163 0.16424 2.00 0.79 0.22
Cl -0.36634 -0.28033 -1.32994 -0.40 -0.27 -0.15
Cl -1.81330 -0.66658 1.59624 -0.07 0.04 -0.06
```
Forces are in eV/Å.

Atom charges from the Mulliken analysis, given in e for atoms 1 to 6: 0.029 -0.579 -0.730 -0.109 -0.671 -0.700


Record 6
Density functional theory data (the ωB97M-V functional and the def2-TZVPD basis) for a cluster of 7 separate species, C6H25NO7 in total at a distorted geometry.

The SMILES is NCCCCCC=O.O.O.O.O.O.O. Its energy above the lowest of the compared OMol25 structures with the same formula, charge and spin is 4.021 eV.

Structure (XYZ):
```
39
Properties=species:S:1:pos:R:3:forces:R:3
N 1.55026 0.50188 3.78202 0.41 -0.19 0.00
C 0.12369 0.81676 3.69787 0.20 -3.21 -2.05
C -0.34987 1.19640 2.22525 -1.00 0.73 1.08
C -0.75584 0.13975 1.21078 3.80 -1.95 0.98
C -1.62998 0.41371 -0.00869 1.58 -1.56 -0.82
C -2.47073 -0.81568 -0.58649 0.79 3.06 0.68
C -1.71479 -2.09456 -0.56498 -1.50 -1.25 -1.68
O -0.59037 -2.24794 -0.16993 -0.13 -0.36 -0.12
H 1.73495 -0.27866 3.16672 -0.32 -0.83 0.35
H 2.13907 1.14398 3.30037 0.34 1.55 0.04
H -0.25215 -0.25880 3.98724 -0.42 2.29 -0.28
H -0.21287 1.59506 4.37102 0.24 -0.12 0.31
H -1.14892 1.87306 2.46135 -0.81 0.60 -0.42
H 0.40512 1.76025 1.70600 0.56 0.77 0.31
H -0.92317 -0.77199 1.75859 -1.47 -0.35 0.26
H 0.33085 -0.25176 0.97314 -1.89 0.75 -0.81
H -2.30315 1.19329 0.21847 -0.82 1.04 0.11
H -0.96126 0.72838 -0.85753 -0.56 0.09 0.83
H -2.58985 -0.43103 -1.64631 -0.63 -1.28 0.92
H -3.42426 -0.83369 -0.00272 0.52 -0.52 -0.88
H -2.33162 -2.94709 -1.08947 1.12 0.80 1.00
O 1.27188 0.22376 -3.72141 0.99 0.16 0.08
H 1.68052 0.98294 -3.25531 -0.69 -0.29 -0.30
H 0.32906 0.21245 -3.57999 -0.58 0.63 -0.04
O 3.13674 0.72213 0.11822 -0.04 0.67 0.76
H 2.46507 0.31989 0.70720 0.67 0.09 -0.95
H 3.24936 0.13154 -0.64386 -0.56 -0.13 0.48
O -1.64167 1.20008 -3.87086 0.03 -0.70 -0.02
H -1.38927 1.87166 -4.51720 -0.14 0.13 0.55
H -1.93495 1.58464 -3.03852 0.15 0.53 -0.41
O 1.94818 -1.07334 -1.37361 -3.09 -0.62 0.30
H 1.26529 -1.58529 -0.86890 1.50 -0.34 0.28
H 1.20834 -0.59610 -1.82534 1.68 0.24 -0.65
O -2.19283 -2.80586 2.80638 -0.28 0.07 0.45
H -1.85826 -2.81637 1.91282 0.29 -0.02 -0.30
H -2.08260 -1.89777 3.11127 -0.01 -0.13 -0.06
O 2.05981 2.80132 -1.98989 0.22 -2.08 2.26
H 2.23336 3.72177 -2.06733 0.31 1.13 0.03
H 2.34195 2.51346 -1.04457 -0.48 0.58 -2.26
```
Forces are in eV/Å.

Atom charges from the Mulliken analysis, given in e for atoms 1 to 6: -0.711 -0.402 -0.618 0.689 -0.704 -0.282